{"formula": "C13H34ClN3O6Ti", "method": "ωB97M-V/def2-TZVPD", "s2": 3.75, "homo_energy_ha": [-0.0194, -0.1782], "total_charge": -1, "homo_lumo_gap_ev": [3.01, 7.31], "spin_multiplicity": 4, "mol_weight_g_mol": 411.750, "max_force_ev_per_a": 2.57, "e_lumo_ev": [2.5, 2.5], "symbols": ["Ti", "Cl", "O", "C", "O", "O", "H", "C", "C", "C", "O", "C", "N", "H", "H", "H", "H", "H", "H", "H", "H", "H", "H", "H", "C", "C", "C", "O", "C", "N", "H", "H", "H", "H", "H", "H", "H", "H", "H", "H", "H", "C", "C", "C", "O", "C", "N", "H", "H", "H", "H", "H", "H", "H", "H", "H", "H", "H"], "positions_angstrom": [[-0.884, 1.125, -1.200], [-1.536, 2.528, -3.439], [-0.995, 3.923, 2.055], [-0.814, 4.231, 0.714], [-0.553, 5.437, 0.478], [-0.922, 3.311, -0.140], [-0.900, 4.845, 2.381], [-3.796, 0.953, -0.062], [-3.072, 0.520, 1.218], [-3.375, -0.902, 1.566], [-2.573, -1.490, 2.594], [-2.500, -0.748, 3.771], [-1.640, 0.787, 0.993], [-4.870, 0.750, 0.000], [-3.466, 0.490, -1.000], [-3.628, 2.024, -0.191], [-3.385, 1.191, 2.025], [-3.356, -1.590, 0.716], [-4.403, -1.059, 1.924], [-3.479, -0.487, 4.205], [-2.002, 0.216, 3.620], [-1.994, -1.312, 4.553], [-1.047, 0.190, 1.556], [-1.327, 1.754, 1.109], [0.936, -2.266, -0.882], [0.105, -2.206, -2.185], [-0.289, -3.576, -2.652], [-1.125, -4.219, -1.684], [-1.764, -5.339, -2.210], [-1.026, -1.283, -1.944], [1.988, -2.048, -1.085], [0.847, -3.267, -0.459], [0.663, -1.481, -0.173], [0.669, -1.724, -2.990], [0.562, -4.227, -2.883], [-0.923, -3.494, -3.548], [-2.525, -5.144, -2.977], [-2.296, -5.875, -1.423], [-1.040, -6.038, -2.647], [-1.568, -1.749, -1.209], [-1.670, -1.379, -2.736], [3.786, 0.642, -1.438], [2.950, 1.087, -0.230], [3.724, 2.045, 0.678], [4.723, 1.358, 1.379], [5.494, 2.214, 2.200], [1.737, 1.779, -0.749], [3.842, 1.434, -2.189], [3.431, -0.259, -1.933], [4.815, 0.544, -1.080], [2.666, 0.274, 0.442], [2.944, 2.425, 1.356], [4.098, 2.905, 0.103], [6.054, 1.594, 2.895], [4.930, 3.016, 2.679], [6.241, 2.705, 1.561], [2.098, 2.447, -1.432], [1.440, 2.415, -0.005]], "mulliken_charge": [0.163, -0.747, -0.527, 0.578, -0.783, -0.335, 0.292, -1.693, 0.747, -0.982, -0.358, -0.676, 0.064, 0.458, 0.266, 0.393, 0.242, 0.308, 0.402, 0.295, 0.272, 0.252, 0.081, 0.174, -1.045, 0.443, -1.128, -0.193, -0.824, -0.217, 0.195, 0.480, -0.039, 0.439, 0.395, 0.457, 0.326, 0.244, 0.302, 0.001, 0.205, -1.339, 0.581, -1.046, -0.336, -0.772, -0.051, 0.427, 0.225, 0.334, 0.137, 0.512, 0.351, 0.248, 0.327, 0.294, 0.256, -0.075]}